Entry from the Open Molecules 2025 dataset: C9H10N2O3 in the gas phase at a distorted geometry (wB97M-V/def2-TZVPD).

Each line ends with the natural charge from an NBO analysis.
Geometry (Å):
C1 3.64573 0.03631 -1.54524  -0.2165
C2 3.29590 0.66036 -0.35404  -0.2210
C3 2.62944 -0.70882 -2.09861  -0.2147
C4 2.14132 0.40166 0.31681  -0.2000
C5 1.46649 -0.95697 -1.35487  -0.1831
C6 1.10214 -0.21457 -0.28893  -0.0940
C7 -0.19731 -0.42958 0.47494  0.3744
C8 -3.84844 -1.17585 1.61570  -0.2723
C9 -1.20614 0.58424 0.36613  0.2899
N1 -0.68133 1.93702 0.14220  -0.7548
N2 -2.45861 0.41245 0.23992  0.2447
O1 -0.23813 -1.45494 1.11743  -0.5205
O2 -3.30970 1.21685 0.06936  -0.3019
O3 -2.92801 -0.92453 0.49324  -0.3938
H1 4.67477 0.28051 -1.96321  0.2226
H2 4.10001 1.23883 0.06381  0.2059
H3 2.82340 -1.29633 -3.04390  0.2149
H4 1.97625 0.84098 1.33643  0.2024
H5 0.72622 -1.66771 -1.75536  0.2141
H6 -3.25983 -1.51059 2.47159  0.1953
H7 -4.41176 -0.32148 1.72783  0.1893
H8 -4.58918 -2.06747 1.52488  0.2082
H9 -1.37976 2.54553 -0.26507  0.3893
H10 -0.07347 2.57410 0.70897  0.4215

Results
frontier orbital gap (spin up / spin down) = 7.101 / 6.508 eV
2S+1 = 3
total charge = 0
E_HOMO (spin up / spin down) = -6.485 / -8.831 eV
<S²> = 2.01
lowest unoccupied orbital energy (spin up / spin down) = 0.62 / -2.32 eV